Entry 1:
This record from the Open Molecules 2025 dataset describes C3H5NOS in the gas phase. The level of theory is ωB97M-V/def2-TZVPD.

The geometry in XYZ format:
```
11
Properties=species:S:1:pos:R:3
C -1.1565 0.2174 0.0303
H 0.5828 1.9808 -0.0645
C -2.0096 -0.7693 -0.0482
S 3.0411 -0.6598 -0.0053
H -1.5513 -1.7562 -0.0575
H 1.9749 -1.4431 0.1804
H -3.0498 -0.6393 -0.1482
H -1.4019 1.2647 0.0474
C 1.0510 0.9809 0.0474
O 0.2171 -0.0685 0.0870
N 2.3023 0.8924 -0.0690
```

Calculated values
Relative energy (zero: lowest compared OMol25 entry of this formula, charge and spin) ... 52.5 kcal per mole
Structure (SMILES) ... C=CO/C=N\S
Total energy ... -645.42793 a.u.

Here are the natural (NBO) charges for atoms 1 to 8, given in e: 0.1229, 0.1626, -0.4511, 0.1694, 0.2147, 0.1022, 0.2200, 0.1821

=====

Entry 2:
This record from the Open Molecules 2025 dataset describes a molecular structure, C30H30CaNO. The level of theory is ωB97M-V/def2-TZVPD.

The geometry in XYZ format:
```
63
Properties=species:S:1:pos:R:3
C 2.5944 7.3239 -1.9071
C 1.4765 -0.3783 2.3640
C -2.0624 2.0678 -2.0431
H -0.0097 -4.1636 -1.3698
H 0.3871 5.2902 0.5843
C -1.6738 -1.6264 -1.8447
C -1.4696 -2.1866 -3.2489
H 2.2064 -1.1359 2.6552
H -2.4214 -2.3738 0.0943
H -2.4138 -2.1911 -3.7981
H 2.4996 -3.8578 2.7275
C 0.7750 -4.3363 1.5033
H -1.5417 0.6783 -3.7351
C 1.7096 1.0244 2.2773
H -0.7359 -1.6163 -3.8208
H -3.2532 -0.1587 0.1866
H -3.4973 -2.6598 -1.3143
C 1.8605 7.9787 -0.9074
H 1.9208 9.0624 -0.8114
C -2.8158 0.3935 -0.6463
C -1.9005 0.8276 -2.7162
H -1.0704 -4.7363 0.5209
H 0.2946 2.7092 1.8391
H -0.4404 -0.6849 -0.3541
C 1.4210 -4.0534 2.7152
C 1.6652 3.7801 -1.1959
C 1.5112 -4.3748 0.1839
H -1.1120 -3.2198 -3.1814
C -1.3502 -4.4685 2.6556
C -0.6032 -4.5322 1.4827
N 0.7163 -3.6452 -0.8416
C -0.5306 0.6396 1.9336
H 1.1753 -3.8205 4.8582
H -1.5999 0.7994 1.8548
H 0.4495 7.7810 0.7235
H 0.2376 -0.7169 -2.0201
C 1.0088 5.8661 -0.1035
H -0.4194 -1.5575 2.2750
C 1.0479 7.2546 -0.0252
C 0.6819 -4.0184 3.9016
H 1.6348 -5.4012 -0.1872
Ca 1.8052 0.3529 -0.2469
C 0.4700 1.6435 1.9583
H -2.0180 -3.6311 -1.1159
C 0.7591 -2.3282 -0.7853
C 0.0924 -0.6079 2.1588
H -1.2852 -4.2367 4.7929
H 3.1548 5.4226 -2.7515
H 3.1908 7.9006 -2.6188
C -2.6263 1.7979 -0.7582
C -2.4472 -2.6226 -0.9787
C -2.2598 -0.2197 -1.8144
H -2.4282 -4.6130 2.5864
C -0.2729 -1.3275 -1.2476
C 1.7633 5.1919 -1.0919
H 2.6633 1.5210 2.4712
H -2.8733 2.5269 0.0145
H -1.7867 3.0586 -2.4098
C -0.7014 -4.2402 3.8722
O 1.7831 -1.7614 -0.2532
H 2.4808 -3.8633 0.2446
C 1.6171 2.5392 -1.3037
C 2.5664 5.9340 -1.9872
```

Calculated values
Total charge ... -1
Total energy ... -1968.72782 a.u.

Here are the natural (NBO) charges for atoms 1 to 8, given in e: -0.2209, -0.4177, -0.3262, 0.4178, 0.2252, 0.0363, -0.6148, 0.1966

=====

Entry 3:
This record from the Open Molecules 2025 dataset describes a molecular structure, C26H50Cl2N3NdO5Si. The level of theory is ωB97M-V/def2-TZVPD.

The geometry in XYZ format:
```
88
Properties=species:S:1:pos:R:3
C -1.1122 0.5081 -2.5076
H -0.3546 -3.3228 -0.2374
H -0.8987 -2.3581 -5.6091
H 7.7404 -4.2572 1.6698
C 1.3749 3.0846 0.9977
H -3.6762 -4.1634 -1.6153
O 0.8171 1.9620 0.4113
H 1.9143 -0.6106 6.3328
H 4.7028 -4.8823 2.4766
O -1.5156 -1.9058 1.3535
H -2.6405 -2.6295 -5.4117
Cl 4.9109 -4.2849 -1.5969
C -1.9558 -0.8578 -4.4284
H 4.4596 -1.8830 0.2420
H -0.3144 4.2518 1.7567
Cl 2.0746 -1.8063 0.0968
H 3.4998 -4.9021 1.1539
C 5.4936 -2.1530 0.5058
H -5.7081 1.3005 -1.6399
H -3.0063 4.4399 -0.1106
C -3.5033 3.3868 -3.1717
C -3.5718 -3.1024 -1.3508
H -5.3902 2.1598 1.6360
H -1.4113 2.9252 -3.5457
H -4.4607 -2.7619 -0.8067
C -3.6164 0.8585 -1.9828
C -4.7082 2.9214 -2.6324
H -3.4386 4.3701 -3.6504
Nd 0.1142 -0.1586 0.7085
H 0.8373 -1.3543 -2.8211
H 4.7751 -6.1560 1.2254
C -2.5064 -2.2491 0.6580
H 6.1748 -1.6484 -0.1968
C 0.4883 -0.9688 -3.7940
C -4.7611 1.6594 -2.0449
H 4.2994 0.8625 3.8310
N 2.4078 0.4167 4.5728
C 1.5480 0.2298 5.7356
H -3.9086 4.9029 1.3719
N -2.4067 -2.9055 -0.5045
C -2.3678 2.1914 0.8556
C 0.5530 3.6933 2.1334
H 1.1750 -0.1538 -4.0922
O 0.7059 0.0606 3.0802
H 8.1363 -3.9898 -0.0395
O -2.0110 1.0964 1.3577
H 1.5637 1.1357 6.3497
C -4.4403 2.3509 2.1492
H 4.3221 -0.1269 5.3138
H -0.8444 -2.9540 -1.9154
H -4.7493 4.0708 0.0331
H -3.6596 -0.1371 -1.5393
C 4.5509 -5.0942 1.4089
C 3.8167 0.7047 4.8001
H 2.2880 4.9657 0.4839
H -1.2789 -4.5290 -1.2086
H -2.9404 -0.4304 -4.2489
H 2.3208 2.7696 1.4790
H 3.9423 1.6099 5.4087
H 1.1713 4.3984 2.7017
H 0.5778 -1.7727 -4.5314
H 0.5348 0.0325 5.3854
H 2.6872 0.3542 2.5503
C -1.1422 -3.4623 -0.9873
C -2.3604 2.5892 -3.0968
H -4.0799 1.4397 2.6241
C -1.8732 -1.8524 -5.5361
H -4.6192 3.1305 2.8986
H -1.7673 2.7010 0.0734
H 5.6892 -1.7997 1.5276
C -2.4111 1.3257 -2.5104
H -3.4796 -2.5236 -2.2851
N -3.4686 2.8598 1.1937
H 7.6071 -5.6011 0.5184
C 1.7505 4.1513 -0.0154
H 0.1898 2.9256 2.8263
H 2.3866 3.7302 -0.7976
Si 5.6558 -4.0155 0.3369
C -0.9162 -0.4546 -3.6753
C 7.4531 -4.5197 0.6378
C 1.9266 0.2724 3.3488
H -3.5382 -2.0054 0.9737
H -2.0763 -1.3737 -6.5062
H 0.8633 4.5722 -0.5025
H -5.5967 3.5682 -2.6785
O -0.9372 -0.1895 -1.3468
C -3.8002 4.1429 0.5866
H -0.2770 1.2244 -2.6005
```

Calculated values
2S+1 ... 4
⟨S²⟩ ... 3.753
Relative energy (zero: lowest compared OMol25 entry of this formula, charge and spin) ... 0.0 kcal per mole
Total energy ... -3332.71518 a.u.

Here are the Mulliken charges for atoms 1 to 8, given in e: -0.0072, 0.1814, 0.3501, 0.3141, 0.7745, 0.3373, -0.5035, 0.3272

=====

Entry 4:
This record from the Open Molecules 2025 dataset describes a molecular structure, C5H4I2. The level of theory is ωB97M-V/def2-TZVPD.

The geometry in XYZ format:
```
11
Properties=species:S:1:pos:R:3
H -0.8338 -1.6172 1.2532
C 0.6448 1.4003 -0.1636
H 0.3777 1.7540 -1.1609
C -0.0928 1.8049 1.0703
I 2.0360 -1.9643 -0.3134
H 1.6561 1.3142 0.0297
I -2.8504 -1.0556 -0.2697
C 0.2363 -0.7328 -0.4590
C -0.4638 0.5638 0.8706
H 0.0565 -0.6704 -1.4325
C -0.7665 -0.7970 0.5753
```

Calculated values
Relative energy (zero: lowest compared OMol25 entry of this formula, charge and spin) ... 84.7 kcal per mole
Total energy ... -788.06585 a.u.

Here are the natural (NBO) charges for atoms 1 to 8, given in e: 0.2733, -0.2748, 0.2162, -0.0512, 0.1306, 0.2076, 0.0155, -0.2779

=====

Entry 5:
This record from the Open Molecules 2025 dataset describes C25H41N3O in the gas phase. The level of theory is ωB97M-V/def2-TZVPD.

The geometry in XYZ format:
```
70
Properties=species:S:1:pos:R:3
C -4.5704 -1.4789 5.5978
H -1.4322 0.7355 -1.0947
O -4.1697 -0.9354 1.1123
H -1.2691 -0.6394 -2.8414
C 2.9826 0.2693 -3.1149
H -1.9036 -2.3382 0.7088
H 2.6050 -0.7198 -4.9731
H 1.9004 -0.9554 -0.9244
N -4.1026 -1.0389 3.3382
H -3.6388 0.3366 4.8577
H 2.2857 3.4795 -3.2402
H -5.3322 -2.7265 3.1577
H 3.7799 -1.5373 -3.9332
H -0.1340 -2.5112 -3.8979
H 1.5395 -2.5164 -0.1876
H -4.2497 -2.5131 5.7276
H -2.7765 1.5140 0.8049
C -0.2213 -0.8061 -2.5888
H 4.8091 5.0965 -1.8291
H -1.3066 -1.8202 3.0670
H 2.8883 1.0966 -0.4263
H 1.4273 2.6816 -1.9306
C 3.7829 1.3487 -0.9988
N -0.5854 -0.8914 -0.1004
H 0.2757 0.1558 -2.4698
C -5.4198 -1.6583 3.3877
C 2.2536 1.3513 -3.3568
C -3.6041 -0.7446 4.6680
C -2.1977 -0.0323 2.1977
C -0.0976 -1.5999 -1.2891
C -0.9543 -1.8264 0.9482
H -6.0672 -1.2026 2.6361
N 1.8080 -1.9513 -3.5458
C -5.8843 -1.4357 4.8214
H -6.3463 -0.4528 4.9207
H -2.6182 -0.4889 -0.5750
C -1.9308 0.8445 0.9716
H -0.6500 -2.5501 -1.4210
C 0.4277 -1.5796 -3.7480
C 3.5061 3.8565 -0.7391
H 4.1119 5.8238 -0.3047
H 2.4938 4.6484 0.9716
C 2.6374 3.6937 0.4721
C 1.9784 -2.6402 -2.2885
H -6.5943 -2.1915 5.1490
H -4.6363 -1.0080 6.5764
H 5.0099 0.4329 -2.5180
H 0.3551 -0.9933 -4.6665
H 1.4700 -3.6091 -2.3835
H -0.1475 -0.6014 2.5059
C 4.0370 0.2640 -2.0413
C -1.6897 0.0337 -0.3014
C 2.3193 2.6206 -2.5645
C 2.8282 -0.9950 -3.9371
H -2.5746 -1.0851 4.7972
C 3.5835 2.6946 -1.6981
C 1.3913 -1.9050 -1.0785
H 3.0422 -2.8366 -2.1354
H 4.6278 1.4064 -0.3085
C -3.5690 -0.6960 2.1449
H 4.0863 -0.7155 -1.5613
H -1.0432 1.4484 1.1744
C -1.0946 -1.0951 2.2784
H 3.1012 3.0044 1.1773
H 4.4361 2.8582 -2.3665
H -0.1756 -2.5861 1.0426
H 1.5281 1.3463 -4.1608
H 1.6630 3.2893 0.2046
H -2.1585 0.6003 3.0906
C 4.1731 4.9771 -0.9679
```

Calculated values
Relative energy (zero: lowest compared OMol25 entry of this formula, charge and spin) ... 2.3 kcal per mole
Structure (SMILES) ... C=C(C)[C@@H]1CC=C(CN2CCC(N3CCC(C(=O)N4CCCC4)CC3)CC2)CC1
Total energy ... -1216.70598 a.u.

Here are the natural (NBO) charges for atoms 1 to 8, given in e: -0.4054, 0.1999, -0.6450, 0.2124, -0.0025, 0.1778, 0.2006, 0.2058

=====

Entry 6:
This record from the Open Molecules 2025 dataset describes 2 unconnected molecules or ions with the total composition C19H25F2Si. The level of theory is ωB97M-V/def2-TZVPD.

The geometry in XYZ format:
```
47
Properties=species:S:1:pos:R:3
C 1.6903 -2.7279 6.3199
H 8.0579 -4.8648 9.5641
C 8.9656 -3.1670 8.5741
H 7.8063 -2.6616 1.3430
H 9.5592 -3.7543 7.8706
H 8.2825 -4.9843 6.0721
H 3.1706 -3.1422 4.9213
C 6.5392 -5.9775 5.2623
C 7.6210 -1.2557 2.9514
H 7.1798 -3.3593 9.7802
H 0.3315 -2.1438 7.8415
C 5.2472 -2.5555 3.5062
H 5.6821 -6.5608 5.6051
C 6.0239 -2.9722 2.4508
H 1.6997 -0.2194 8.5757
H 4.4252 -5.6290 7.5812
H 3.8836 -3.5839 8.9718
C 7.4126 -5.5486 6.4189
H 6.1438 -5.1167 4.7190
H 7.7937 -6.4117 6.9720
H 7.0817 -6.5944 4.5408
H 3.8091 0.2706 7.4448
H 9.6302 -2.8778 9.3928
C 5.0445 -5.3295 8.4308
F 5.6275 -4.0226 1.6911
C 5.6374 -1.4864 4.3376
H 5.3929 -0.1501 5.9349
H 8.6703 -2.2511 8.0573
C 6.8528 -0.8468 4.0117
H 6.0939 -3.2549 7.0285
C 4.2538 -4.5074 9.4227
C 4.9150 -0.9891 5.4528
C 7.7615 -3.9406 9.0600
H 4.8655 -4.2227 10.2814
H 8.5432 -0.7461 2.7220
C 3.6864 -1.3631 6.0554
C 3.2194 -0.5713 7.1273
H 4.3223 -3.0681 3.6405
Si 6.5570 -4.4657 7.7055
C 2.8800 -2.4585 5.6864
H 3.3870 -5.0495 9.8104
F 0.9364 -3.7839 5.9275
C 2.0351 -0.8444 7.7628
H 5.4248 -6.2479 8.8871
H 7.1743 -0.0101 4.6068
C 1.2647 -1.9165 7.3586
C 7.2137 -2.3215 2.1730
```

Calculated values
Relative energy (zero: lowest compared OMol25 entry of this formula, charge and spin) ... 0.0 kcal per mole
Total charge ... +1
Total energy ... -1227.94076 a.u.

Here are the natural (NBO) charges for atoms 1 to 8, given in e: 0.3815, 0.2333, -0.6019, 0.2547, 0.2051, 0.2267, 0.2207, -0.5995

=====

Entry 7:
This record from the Open Molecules 2025 dataset describes a molecular structure, C40H55BBeCl5GeN2O. The level of theory is ωB97M-V/def2-TZVPD.

The geometry in XYZ format:
```
106
Properties=species:S:1:pos:R:3
C -0.9778 -4.2974 3.8259
H -6.1636 0.0521 1.5470
H 0.7843 4.0034 -0.7320
H 4.0964 -1.8352 -1.6434
Be -1.2187 -0.6175 0.0616
C -2.7184 1.3771 2.7963
C -4.3227 1.0248 0.9680
H 4.6548 0.9290 -0.4775
H -2.2630 3.5907 4.2183
B -1.2649 1.1951 -0.3000
H -0.2272 -1.9960 -3.6576
C -4.6473 1.0409 -0.5205
H 4.0452 -2.4497 2.7212
H -5.6994 -0.8659 -0.7345
H 1.0054 -0.2875 -4.7470
H -6.7850 1.4958 -0.3765
C 1.4250 2.6258 -2.2650
C -4.8039 0.2684 3.2092
H 3.7323 -0.3683 -2.5350
H 0.1925 1.4262 4.6539
C -0.8582 1.2212 4.4584
C 2.3843 4.9452 -1.7776
C -1.3697 1.9306 3.2463
H -0.6640 1.8092 2.4235
C 0.0891 0.7746 -3.1907
H -1.7531 -2.1303 -2.7777
C -3.1014 1.5084 1.4480
H 2.4196 -6.0181 -1.2875
C -5.1949 0.4399 1.8971
H 3.5170 2.8526 -0.3869
C 3.8379 -0.7767 -1.5234
H -3.8270 1.5344 -1.0515
C 2.5123 3.0781 -0.0527
N -0.7535 2.0992 -1.2844
H 3.0516 0.3670 1.9604
H 2.5657 3.7585 0.7931
H -1.4087 1.4905 5.3627
C -1.4742 3.4259 3.5106
H -2.7228 -0.5224 -4.7765
H 1.8372 -1.4186 -1.1032
C -2.3781 -3.6148 1.9274
H 2.4318 5.7506 -1.0507
H 6.1890 0.5433 -2.4072
H -1.7741 0.9411 -5.1488
C -1.1789 -0.0733 -3.2989
H 3.6086 -4.6230 1.8581
H -1.0768 -0.6668 -5.4147
H -4.8950 -0.3278 -2.1836
H -1.6862 4.0288 2.6126
C -1.7320 -0.0828 -4.7284
H -5.4544 -0.2491 3.9056
C 4.9651 -0.0805 -0.7533
H -6.0256 1.8526 -1.9103
Cl -3.8777 -3.6726 1.1346
H -2.8790 4.0455 0.3541
C 6.3022 -0.0299 -1.4785
C 0.2435 1.8442 -2.2803
C 1.7002 3.6898 -1.1891
C 3.0358 -3.8337 1.3903
H -3.9325 -1.0123 -0.8721
C -2.2183 3.2804 -0.0350
C -0.2661 -2.5804 2.4124
Cl -3.2943 -5.6302 3.5395
H 3.3484 2.9314 -3.1587
C -0.8514 -1.5175 -2.8894
C 3.7934 -2.5308 1.6540
H -0.2886 -1.5689 -1.9482
H 1.8050 5.2870 -2.6230
H 2.0382 -3.5890 -0.5023
H 4.7174 -2.6022 1.1054
H 7.0845 0.4788 -0.9065
H 1.6224 -5.9662 0.3088
H -0.5661 3.7947 3.9807
Cl -0.6702 -5.3635 5.1509
H 3.4039 4.7598 -2.1186
C 2.5344 -5.7103 -0.2280
C -4.7969 -0.3795 -1.0813
H -5.7524 2.9215 -0.5355
H 2.0411 2.1640 0.3167
C 2.5235 -0.6386 -0.7744
C 1.1521 0.5127 -4.0457
Cl 1.3297 -3.0509 4.5708
Cl 0.6255 -1.0857 2.1307
H 2.0575 0.3335 -0.9890
C -1.3933 3.3495 -1.1000
H 6.6716 -1.0237 -1.7565
C 2.8435 -4.2157 -0.0761
C -5.8741 1.8612 -0.8148
H 3.3837 -6.3052 0.1561
H -1.9273 0.3380 -2.6533
C -0.0590 -3.3289 3.5369
C -1.3589 -2.7192 1.5299
H 2.0675 -3.8062 1.8842
H -1.2146 4.1438 -1.8089
C 2.3010 1.2808 -4.0626
C -2.1421 -4.4144 3.0625
H 3.7525 -3.9933 -0.6020
C 2.4350 2.3559 -3.1827
N -2.1447 2.0168 0.5239
C -3.6015 0.7644 3.6669
H -3.3561 0.6401 4.7188
Ge 2.9622 -0.8674 1.0785
H 5.1185 -0.6485 0.1631
O -1.4758 -1.9922 0.4583
H -0.9541 0.1167 4.3576
H 3.0761 1.0869 -4.7810
```

Calculated values
Total charge ... +1
Total energy ... -6159.32015 a.u.

Here are the Mulliken charges for atoms 1 to 8, given in e: 0.3054, 0.3648, 0.1870, 0.2125, -0.8052, 0.0983, 0.3085, -0.0137

=====

no.,molecular weight (g mol⁻¹)
1,103.1
2,460.7
3,727.9
4,317.9
5,399.6
6,319.5
7,849.6